Entry 1:
7
Properties=species:S:1:pos:R:3:nbo_charge:R:1 method="wB97M-V/def2-TZVPD" energy_ha=-262.0920 homo_lumo_gap_ev=12.0 lumo_energy_ha=0.02401 relative_energy_kj_mol=188.90 largest_force_ha_per_bohr=0.04322
H 2.47782 -0.34659 0.10834 0.377
N 1.58818 -0.79421 0.01339 -0.621
C 0.57600 -0.07834 -0.10134 0.394
O -0.63654 -0.68479 0.13127 -0.465
C -1.64938 0.11933 -0.02685 0.513
N -2.59141 0.76708 0.00457 -0.362
H 0.23533 1.01752 -0.12939 0.164

Entry 2:
8
Properties=species:S:1:pos:R:3:nbo_charge:R:1 method="wB97M-V/def2-TZVPD" energy_ha=-337.3576 homo_lumo_gap_ev=11.1 lumo_energy_ha=0.02741 relative_energy_kj_mol=175.46 largest_force_ha_per_bohr=0.02004
O 1.93058 0.15376 0.36703 -0.630
C 0.66271 0.03793 -0.00669 0.565
N 0.12218 -1.11224 -0.30791 -0.238
O -1.21197 -0.77687 -0.50204 -0.278
C -1.30608 0.50875 -0.19143 0.370
N -0.18190 1.10926 0.02662 -0.492
H 2.25938 -0.75244 0.46966 0.498
H -2.27490 0.83185 0.14477 0.204

Entry 3:
8
Properties=species:S:1:pos:R:3:nbo_charge:R:1 method="wB97M-V/def2-TZVPD" energy_ha=-337.2769 homo_lumo_gap_ev=9.2 lumo_energy_ha=-0.04636 relative_energy_kj_mol=387.36 largest_force_ha_per_bohr=0.01660
O -0.00429 -2.24610 -0.96724 -0.546
C -0.52098 -1.29014 -0.51161 1.003
N 0.89987 -0.02267 0.06889 -0.766
C 0.16793 0.93566 0.49428 0.215
N -1.04244 1.13440 0.74517 -0.100
O -1.49866 -0.66133 -0.19784 -0.552
H 1.86452 0.04910 -0.22033 0.414
H 0.13405 2.10109 0.58868 0.332

Entry 4:
8
Properties=species:S:1:pos:R:3:nbo_charge:R:1 method="wB97M-V/def2-TZVPD" energy_ha=-337.3011 homo_lumo_gap_ev=10.1 lumo_energy_ha=0.00446 relative_energy_kj_mol=323.67 largest_force_ha_per_bohr=0.13707
O 0.74507 1.86611 0.52564 -0.609
C 0.17810 0.71401 0.31365 0.557
N 0.49279 -0.21943 -0.71663 -0.554
C -0.41401 -1.14928 -0.60160 0.354
O -1.23102 -0.92916 0.36510 -0.251
N -0.79401 0.10414 1.09314 -0.211
H 1.85127 1.54490 0.18994 0.511
H -0.82818 -1.93128 -1.16924 0.204

Entry 5:
8
Properties=species:S:1:pos:R:3:nbo_charge:R:1 method="wB97M-V/def2-TZVPD" energy_ha=-337.2940 homo_lumo_gap_ev=10.0 lumo_energy_ha=0.00198 relative_energy_kj_mol=342.50 largest_force_ha_per_bohr=0.01303
O -2.58580 -0.53367 -0.51780 -0.512
C -1.94830 0.46784 -0.32778 0.529
N -0.64354 0.45747 0.13904 -0.537
C 0.38395 -0.18227 0.08153 0.686
N 1.39621 -0.87625 0.17906 -0.254
O 2.62522 -0.20647 0.06700 -0.529
H -2.34909 1.48653 -0.41121 0.137
H 3.12136 -0.61318 0.79015 0.481

Entry 6:
8
Properties=species:S:1:pos:R:3:nbo_charge:R:1 method="wB97M-V/def2-TZVPD" energy_ha=-337.2971 homo_lumo_gap_ev="7.6 / 7.6" lumo_energy_ha="-0.00391 / -0.00393" relative_energy_kj_mol=334.37 largest_force_ha_per_bohr=0.12046
O -0.05652 1.82558 -1.39075 -0.425
C 0.02181 0.95856 -0.60632 0.607
C 0.11362 -0.39631 -0.37998 -0.186
O 1.14354 -0.94596 0.33724 -0.689
H -0.48407 -1.04390 -1.01915 0.220
H 1.29206 -1.85330 0.04728 0.493
N -0.83796 0.31257 1.84565 0.015
N -1.19248 1.14276 1.16603 -0.035

Entry 7:
9
Properties=species:S:1:pos:R:3:nbo_charge:R:1 method="wB97M-V/def2-TZVPD" energy_ha=-735.5265 homo_lumo_gap_ev=8.8 lumo_energy_ha=0.00067 relative_energy_kj_mol=159.57 largest_force_ha_per_bohr=0.06079
O -1.86020 0.42312 1.32082 -0.594
C -0.78383 0.23374 0.55383 0.799
N 0.41257 0.08051 1.05986 -0.537
C 1.29161 -0.20929 0.05291 0.160
S 2.86438 -0.60461 0.18018 -0.089
N 0.49983 -0.37092 -1.10295 -0.309
O -0.79822 0.16987 -0.85721 -0.337
H -2.61324 0.29352 0.69746 0.503
H 0.98710 -0.01593 -1.90490 0.404

Entry 8:
9
Properties=species:S:1:pos:R:3:nbo_charge:R:1 method="wB97M-V/def2-TZVPD" energy_ha=-735.3984 homo_lumo_gap_ev="7.5 / 7.4" lumo_energy_ha="-0.07455 / -0.07434" relative_energy_kj_mol=495.99 largest_force_ha_per_bohr=0.08364
C -1.23024 0.50305 -0.20463 -0.432
C 1.54431 -0.35800 -0.39378 0.262
N -0.56450 1.18533 0.58092 0.012
N 0.14723 1.91334 1.10870 0.008
O -2.31004 -1.60931 0.62445 -0.820
O 1.13317 -1.17577 0.42340 -0.488
S -2.41055 -0.62570 -0.44185 1.230
H 1.52499 -0.44373 -1.48557 0.116
H 2.16562 0.61078 -0.21164 0.111